Record 1
Entry from the Open Molecules 2025 dataset: a 2-piece molecular cluster, C4H11S2 overall (ωB97M-V/def2-TZVPD).

The geometry in ORCA input format:
```
! wB97M-V def2-TZVPD RIJCOSX def2/J DEFGRID3
* xyz -1 1
C 2.45405 0.96511 -1.49756
S 3.87352 0.02542 -0.88056
C 2.98902 -1.07411 0.23927
H 2.04894 0.55759 -2.41568
H 1.68706 0.96610 -0.72652
H 2.79427 1.98069 -1.71776
H 2.40378 -0.48311 0.94144
H 3.69966 -1.75931 0.68855
H 2.27011 -1.68862 -0.30153
C -3.70415 -0.31109 0.95419
C -2.49906 0.48780 0.45812
S -0.97456 -0.48955 0.34673
H -3.96062 -1.07084 0.21889
H -3.45045 -0.77076 1.90991
H -4.55448 0.36458 1.13384
H -2.71834 0.97802 -0.49843
H -2.35873 1.32206 1.14712
*
```

Calculated values
Frontier orbital gap (eV): 5.61
Highest occupied orbital energy (eV): -2.42

Atom charges from the Mulliken analysis, given in e for atoms 1 to 2: C -0.626; S -0.141

Record 2
Entry from the Open Molecules 2025 dataset: a 2-piece molecular cluster, C4H11S2 overall (ωB97M-V/def2-TZVPD).

The geometry in ORCA input format:
```
! wB97M-V def2-TZVPD RIJCOSX def2/J DEFGRID3
* xyz -1 1
C 1.72328 2.32992 1.71052
S 1.18737 1.04276 0.49958
H 2.78423 2.62190 1.52251
H 1.04304 3.23195 1.61606
H 1.71273 1.94570 2.78034
C -1.83371 0.50137 -1.04860
C -0.89654 -0.69204 -1.34944
S -1.26390 -2.14073 -0.25465
C 0.39422 -2.46176 0.19271
H -1.71957 1.35190 -1.77060
H -1.72334 0.93259 0.01396
H -2.87466 0.16366 -1.19826
H 0.13018 -0.37036 -1.10919
H -0.93234 -0.98437 -2.43696
H 0.99085 -2.72342 -0.71684
H 0.83199 -1.48708 0.63002
H 0.44618 -3.26199 0.91885
*
```

Calculated values
Frontier orbital gap (eV): 5.94
Highest occupied orbital energy (eV): -2.53

Atom charges from the Mulliken analysis, given in e for atoms 1 to 2: C -0.741; S -0.507

Record 3
Entry from the Open Molecules 2025 dataset: a 2-piece molecular cluster, C4H12 overall (ωB97M-V/def2-TZVPD).

The geometry in ORCA input format:
```
! wB97M-V def2-TZVPD RIJCOSX def2/J DEFGRID3
* xyz -1 2
C -1.64347 -0.84899 -0.73447
C -2.67478 -0.68155 -1.85018
H -2.21405 -0.88251 0.18648
H -1.10825 -1.78135 -0.85737
H -0.87743 -0.02341 -0.63854
H -2.43022 0.06093 -2.55767
H -3.72327 -0.40157 -1.50401
H -2.75700 -1.59989 -2.41233
C 2.47330 0.07655 1.01383
C 1.88184 1.42571 1.53551
H 2.46378 -0.70997 1.90423
H 1.90620 -0.23443 0.07620
H 3.52599 0.35504 0.81503
H 0.87883 1.34556 1.73737
H 2.26348 1.64783 2.56736
H 1.85064 2.39348 0.89511
*
```

Calculated values
Frontier orbital gap (spin up / spin down) (eV): 2.75 / 12.32
<S²>: 0.750
Highest occupied orbital energy (spin up / spin down) (eV): 1.52 / -7.89

Atom charges from the Mulliken analysis, given in e for atoms 1 to 2: C -1.699; C -1.487

Record 4
Entry from the Open Molecules 2025 dataset: a 2-piece molecular cluster, C4H12 overall (ωB97M-V/def2-TZVPD).

The geometry in ORCA input format:
```
! wB97M-V def2-TZVPD RIJCOSX def2/J DEFGRID3
* xyz -1 2
C 0.03774 2.50040 0.53166
C -0.54232 1.40074 1.39824
H 0.16670 3.38671 1.17461
H 1.00444 2.21520 0.11367
H -0.58178 2.89568 -0.27388
H 0.16218 1.04850 2.16374
H -1.41362 1.70416 1.98123
H -0.81200 0.45483 0.93451
C 0.35814 -1.78954 -0.23470
C 0.12002 -2.09030 -1.72040
H 1.13899 -2.46250 0.10912
H 0.59863 -0.73582 -0.14635
H -0.53158 -1.87327 0.38148
H -0.89558 -2.33052 -2.03817
H 0.63777 -3.01379 -2.02822
H 0.55227 -1.31048 -2.34655
*
```

Calculated values
Frontier orbital gap (spin up / spin down) (eV): 2.77 / 12.16
<S²>: 0.750
Highest occupied orbital energy (spin up / spin down) (eV): 1.56 / -7.68

Atom charges from the Mulliken analysis, given in e for atoms 1 to 2: C -2.285; C -1.992

Record 5
Entry from the Open Molecules 2025 dataset: a 2-piece molecular cluster, C4H12 overall (ωB97M-V/def2-TZVPD).

The geometry in ORCA input format:
```
! wB97M-V def2-TZVPD RIJCOSX def2/J DEFGRID3
* xyz -1 2
C 1.55705 -1.04898 -1.18468
C 0.20247 -1.64992 -1.51434
H 2.32712 -1.06466 -1.94994
H 1.49931 0.00571 -0.86821
H 1.93453 -1.44090 -0.23807
H -0.64632 -1.02578 -1.25587
H 0.05365 -2.62448 -1.02925
H 0.15358 -1.95571 -2.56748
C -0.79680 2.02331 0.96353
C -0.91964 0.65388 1.65109
H -0.51381 1.90296 -0.07554
H -1.76515 2.53017 1.01342
H -0.10201 2.66013 1.48867
H -1.86352 0.17913 1.40516
H -0.10935 -0.03990 1.44393
H -1.01114 0.89506 2.71757
*
```

Calculated values
Frontier orbital gap (spin up / spin down) (eV): 2.80 / 12.08
<S²>: 0.750
Highest occupied orbital energy (spin up / spin down) (eV): 1.56 / -7.55

Atom charges from the Mulliken analysis, given in e for atoms 1 to 2: C -2.647; C -1.350

Record 6
Entry from the Open Molecules 2025 dataset: a 2-piece molecular cluster, C4H12 overall (ωB97M-V/def2-TZVPD).

The geometry in ORCA input format:
```
! wB97M-V def2-TZVPD RIJCOSX def2/J DEFGRID3
* xyz -1 2
C -0.52544 1.73468 -0.85215
C -0.26114 1.18541 -2.26451
H -0.71704 2.81042 -0.83336
H -1.38573 1.24922 -0.39587
H 0.36154 1.56881 -0.24671
H -1.10065 0.58505 -2.62535
H -0.08441 1.96696 -3.00877
H 0.61507 0.53691 -2.27925
C 0.26621 -0.78075 1.25393
C 0.56917 -2.14137 1.88537
H -0.40084 -0.91699 0.39186
H -0.34686 -0.11962 1.86845
H 1.13045 -0.22765 0.89184
H 0.33935 -2.12690 2.95371
H 1.62048 -2.40285 1.77382
H -0.08015 -2.92134 1.48699
*
```

Calculated values
Frontier orbital gap (spin up / spin down) (eV): 2.82 / 12.18
<S²>: 0.750
Highest occupied orbital energy (spin up / spin down) (eV): 1.52 / -7.64

Atom charges from the Mulliken analysis, given in e for atoms 1 to 2: C -1.590; C -1.655

Record 7
Entry from the Open Molecules 2025 dataset: a 2-piece molecular cluster, C4H12 overall (ωB97M-V/def2-TZVPD).

The geometry in ORCA input format:
```
! wB97M-V def2-TZVPD RIJCOSX def2/J DEFGRID3
* xyz 0 1
C -0.45769 -2.29473 -0.50757
C -0.96253 -1.51346 -1.77155
H 0.44098 -1.78584 -0.17227
H -1.10980 -2.20964 0.37102
H -0.31946 -3.34189 -0.72593
H -1.92821 -1.69309 -2.23706
H -0.30310 -1.79776 -2.58938
H -0.92130 -0.43287 -1.63357
C 0.28119 1.95822 0.54150
C 1.13339 1.78214 1.79563
H -0.52674 2.70550 0.58765
H 0.82921 2.35793 -0.30496
H -0.24262 1.05258 0.22635
H 1.08130 0.79047 2.24967
H 0.81903 2.50453 2.58411
H 2.18635 1.91792 1.58638
*
```

Calculated values
Frontier orbital gap (eV): 12.78
SMILES: CC.CC
Highest occupied orbital energy (eV): -11.65

Atom charges from the Mulliken analysis, given in e for atoms 1 to 2: C -0.820; C -0.766

Record 8
Entry from the Open Molecules 2025 dataset: a 2-piece molecular cluster, C4H12 overall (ωB97M-V/def2-TZVPD).

The geometry in ORCA input format:
```
! wB97M-V def2-TZVPD RIJCOSX def2/J DEFGRID3
* xyz 0 1
C 1.44311 0.37224 1.39075
C 1.88236 -1.10776 1.04178
H 2.28489 0.81428 2.11536
H 1.24076 1.20469 0.72862
H 0.47599 0.14764 1.90149
H 1.15026 -1.69775 0.47223
H 2.85869 -1.20374 0.65613
H 2.00487 -1.71580 1.91143
C -2.09627 0.92120 -0.99075
C -1.21889 -0.19073 -1.53731
H -1.82316 1.88269 -1.46645
H -3.19922 1.03664 -1.15531
H -1.88105 0.99560 0.11919
H -1.75595 -1.00576 -1.98764
H -0.96791 -0.76539 -0.66150
H -0.44999 0.33724 -2.06042
*
```

Calculated values
Frontier orbital gap (eV): 12.38
SMILES: CC.CC
Highest occupied orbital energy (eV): -11.27

Atom charges from the Mulliken analysis, given in e for atoms 1 to 2: C -0.695; C -0.941

Record 9
Entry from the Open Molecules 2025 dataset: a 2-piece molecular cluster, C4H12 overall (ωB97M-V/def2-TZVPD).

The geometry in ORCA input format:
```
! wB97M-V def2-TZVPD RIJCOSX def2/J DEFGRID3
* xyz 0 1
C -1.00306 -1.68517 -1.16826
C 0.19260 -2.25975 -0.45385
H -2.04064 -2.07675 -0.61175
H -0.83953 -0.61299 -1.11569
H -0.92766 -1.99998 -2.17538
H 0.66912 -1.62764 0.36425
H 1.18139 -2.20118 -1.09601
H -0.04028 -3.17274 0.04567
C 1.04443 1.73682 0.61348
C -0.41418 2.20280 0.98100
H 1.14706 0.63554 0.60596
H 1.34387 2.11402 -0.38186
H 1.87776 2.12907 1.15773
H -0.48393 2.39197 2.07498
H -1.04296 1.38459 0.80652
H -0.66400 3.04138 0.35320
*
```

Calculated values
Frontier orbital gap (eV): 12.21
SMILES: CC.CC
Highest occupied orbital energy (eV): -11.08

Atom charges from the Mulliken analysis, given in e for atoms 1 to 2: C -0.584; C -0.821

Record 10
Entry from the Open Molecules 2025 dataset: a 2-piece molecular cluster, C4H12 overall (ωB97M-V/def2-TZVPD).

The geometry in ORCA input format:
```
! wB97M-V def2-TZVPD RIJCOSX def2/J DEFGRID3
* xyz 0 1
C 2.21146 0.38293 1.40820
C 0.92353 -0.30653 1.62599
H 2.99562 -0.36655 1.16499
H 2.20403 1.10754 0.53684
H 2.54537 1.00536 2.23520
H 0.23482 0.38048 2.14427
H 1.02664 -1.14396 2.29671
H 0.62433 -0.80217 0.68759
C -1.47047 0.68327 -1.34254
C -1.69448 -0.75138 -1.72789
H -0.48731 0.80194 -1.07723
H -1.52994 1.40046 -2.19074
H -2.06224 0.82214 -0.34744
H -1.82444 -1.30695 -0.79495
H -0.82938 -1.19749 -2.36161
H -2.71776 -0.75055 -2.07625
*
```

Calculated values
Frontier orbital gap (eV): 12.49
SMILES: CC.CC
Highest occupied orbital energy (eV): -11.39

Atom charges from the Mulliken analysis, given in e for atoms 1 to 2: C -0.851; C -0.682

Record 11
Entry from the Open Molecules 2025 dataset: a 2-piece molecular cluster, C4H12 overall (ωB97M-V/def2-TZVPD).

The geometry in ORCA input format:
```
! wB97M-V def2-TZVPD RIJCOSX def2/J DEFGRID3
* xyz 0 1
C 1.69211 -0.82586 0.57161
C 1.55578 -0.42247 2.03032
H 1.10880 -1.71790 0.34733
H 1.25417 -0.09882 -0.12516
H 2.69988 -0.93568 0.17577
H 0.68412 -0.89564 2.48096
H 2.43468 -0.70902 2.60933
H 1.42707 0.64854 2.19518
C -1.78972 -0.05128 -1.63919
C -1.46645 1.27688 -0.95878
H -2.12883 0.14155 -2.64883
H -0.92873 -0.72265 -1.62491
H -2.44948 -0.62224 -0.98545
H -1.81470 1.35883 0.07092
H -1.91552 2.17881 -1.39512
H -0.41104 1.56278 -1.01369
*
```

Calculated values
Frontier orbital gap (eV): 12.70
SMILES: CC.CC
Highest occupied orbital energy (eV): -11.52

Atom charges from the Mulliken analysis, given in e for atoms 1 to 2: C -0.591; C -0.869

Record 12
Entry from the Open Molecules 2025 dataset: a 2-piece molecular cluster, C4H12 overall (ωB97M-V/def2-TZVPD).

The geometry in ORCA input format:
```
! wB97M-V def2-TZVPD RIJCOSX def2/J DEFGRID3
* xyz 0 1
C 1.98056 -0.79728 1.09796
C 2.07888 0.58420 0.49643
H 1.22791 -0.73531 2.01576
H 1.52579 -1.55803 0.54949
H 2.79544 -1.21381 1.75615
H 2.94919 0.66077 -0.24652
H 2.20709 1.50081 1.19301
H 1.31405 0.86052 -0.27806
C -1.95530 -0.33949 -1.45425
C -2.06582 0.53880 -0.15617
H -2.90206 -0.49023 -1.89218
H -1.53839 0.20508 -2.19860
H -1.65386 -1.37248 -1.12436
H -1.04160 0.53778 0.22584
H -2.70264 0.04674 0.54225
H -2.41088 1.64082 -0.44660
*
```

Calculated values
Frontier orbital gap (eV): 11.96
SMILES: CC.CC
Highest occupied orbital energy (eV): -10.86

Atom charges from the Mulliken analysis, given in e for atoms 1 to 2: C -0.798; C -0.716

Number 1: energy -25997.5798 eV. Number 2: energy -25997.1844 eV. Number 3: energy -4340.1145 eV. Number 4: energy -4340.6176 eV. Number 5: energy -4340.6680 eV. Number 6: energy -4340.7548 eV. Number 7: energy -4342.1063 eV. Number 8: energy -4341.0927 eV. Number 9: energy -4341.3396 eV. Number 10: energy -4341.5786 eV. Number 11: energy -4342.1117 eV. Number 12: energy -4341.0902 eV.